{"formula": "C10H20N2PSV", "method": "ωB97M-V/def2-TZVPD", "elements": ["C", "C", "C", "C", "C", "V", "P", "H", "H", "H", "H", "H", "H", "H", "H", "C", "C", "N", "C", "S", "N", "C", "C", "H", "H", "H", "H", "H", "H", "H", "H", "H", "H", "H", "H"], "positions_angstrom": [[-2.015, 0.750, -3.492], [-1.750, -0.518, -4.096], [-2.139, -1.644, -3.273], [-2.789, -1.116, -2.110], [-2.767, 0.291, -2.052], [-0.867, -0.425, -2.291], [-0.497, 2.244, -1.206], [-1.496, 1.598, -4.116], [-1.154, -0.651, -5.050], [-1.962, -2.648, -3.582], [-3.054, 0.778, -1.050], [-3.110, -1.796, -1.270], [-1.088, 2.592, 0.001], [-1.085, 3.335, -1.975], [0.805, 2.812, -1.032], [3.280, 1.355, 2.027], [1.931, 1.029, 1.429], [2.107, -0.174, 0.555], [1.056, -0.933, 0.236], [0.856, -1.580, -1.329], [0.119, -1.268, 1.146], [0.534, -1.589, 2.524], [-0.482, -1.043, 3.515], [3.719, 0.467, 2.504], [3.132, 2.179, 2.734], [3.975, 1.696, 1.244], [1.115, 0.814, 2.141], [1.572, 1.874, 0.822], [2.717, 0.029, -0.258], [-0.611, -1.863, 0.756], [0.604, -2.685, 2.648], [1.549, -1.171, 2.588], [-1.436, -1.593, 3.492], [-0.055, -1.154, 4.522], [-0.712, 0.011, 3.299]], "gap_ev": [6.0, 5.0], "energy_ev": -59480.865, "homo_ev": [-5.70, -4.63], "multiplicity": 3}

---

{"formula": "C3H2Li2O3Pb", "method": "ωB97M-V/def2-TZVPD", "elements": ["C", "C", "O", "H", "H", "Pb", "Li", "O", "C", "O", "Li"], "positions_angstrom": [[-0.930, -0.486, -1.652], [0.354, -0.588, -1.397], [-2.092, -0.452, -1.850], [1.036, 0.163, -1.766], [0.789, -1.555, -1.196], [-4.522, 0.222, 1.540], [-3.869, -0.245, -1.235], [1.803, 0.202, 1.161], [1.688, 1.058, 1.948], [2.267, 1.762, 2.681], [3.476, -0.082, 1.765]], "total_charge": 1, "gap_ev": [3.2, 5.5], "energy_ev": -14934.022, "homo_ev": [-8.13, -10.44], "multiplicity": 2}

---

{"formula": "C13H19CdN2S", "method": "ωB97M-V/def2-TZVPD", "elements": ["C", "Cd", "N", "H", "H", "H", "H", "H", "H", "H", "H", "N", "S", "C", "C", "C", "C", "C", "C", "C", "C", "C", "C", "C", "C", "H", "H", "H", "H", "H", "H", "H", "H", "H", "H", "H"], "positions_angstrom": [[-1.243, 2.086, -2.666], [-0.095, 0.293, -3.179], [1.252, -1.507, -3.959], [-0.787, 0.491, -5.345], [2.252, -1.292, -3.955], [-1.493, 0.369, -5.045], [-1.611, 2.663, -3.527], [-0.592, 2.711, -2.035], [-2.087, 1.713, -2.066], [1.065, -2.175, -3.210], [1.021, -1.951, -4.852], [0.461, -0.395, -1.145], [-0.642, -0.383, 0.029], [-0.015, -1.625, 1.132], [1.338, -1.769, 1.387], [1.778, -2.787, 2.244], [0.852, -3.683, 2.796], [-0.518, -3.546, 2.507], [-0.949, -2.527, 1.655], [-0.457, 1.139, 0.966], [-1.629, 1.853, 1.240], [-1.565, 3.082, 1.902], [-0.321, 3.631, 2.245], [0.845, 2.931, 1.924], [0.776, 1.699, 1.260], [1.378, -0.152, -0.755], [2.018, -1.049, 0.944], [2.840, -2.831, 2.499], [1.198, -4.417, 3.528], [-1.249, -4.208, 2.975], [-2.001, -2.382, 1.413], [-2.580, 1.417, 0.943], [-2.477, 3.612, 2.171], [-0.242, 4.554, 2.827], [1.832, 3.304, 2.195], [1.649, 1.129, 0.957]], "total_charge": -1, "gap_ev": 2.7, "energy_ev": -32162.849, "homo_ev": 0.32}

---

{"formula": "C23H42O14PS", "method": "ωB97M-V/def2-TZVPD", "elements": ["O", "C", "O", "C", "C", "C", "P", "C", "C", "C", "S", "H", "H", "H", "H", "H", "H", "H", "H", "H", "H", "H", "H", "H", "H", "H", "H", "H", "H", "C", "C", "C", "O", "C", "O", "O", "H", "H", "H", "H", "H", "H", "C", "C", "C", "O", "C", "O", "O", "H", "H", "H", "H", "H", "H", "C", "C", "C", "O", "C", "O", "O", "H", "H", "H", "H", "H", "H", "C", "C", "C", "O", "C", "O", "O", "H", "H", "H", "H", "H", "H"], "positions_angstrom": [[0.723, -3.930, 3.702], [0.264, -3.865, 2.591], [-0.943, -4.466, 2.294], [0.887, -3.234, 1.377], [1.788, -2.028, 1.693], [1.157, -0.730, 1.191], [-0.567, -0.306, 1.892], [-2.277, 0.081, 2.638], [-3.366, -0.962, 2.397], [-3.979, -1.001, 0.985], [-3.543, -2.420, -0.082], [-1.511, -4.322, 3.063], [0.087, -2.941, 0.699], [1.450, -4.040, 0.889], [1.958, -1.970, 2.773], [2.758, -2.167, 1.208], [1.823, 0.124, 1.366], [0.999, -0.811, 0.105], [0.042, 0.631, 2.902], [-0.481, -1.426, 2.895], [-1.175, -1.223, 0.901], [-0.639, 0.821, 0.907], [-2.628, 1.077, 2.335], [-2.091, 0.119, 3.719], [-2.984, -1.956, 2.670], [-4.192, -0.762, 3.085], [-3.747, -0.092, 0.430], [-5.066, -1.068, 1.077], [-2.682, -3.050, 0.726], [5.333, 2.020, -2.377], [4.355, 1.087, -1.716], [4.555, 0.849, -0.231], [4.062, -0.479, -0.070], [4.176, -1.127, -1.245], [4.021, -2.294, -1.406], [4.501, -0.252, -2.232], [5.322, 2.995, -1.888], [6.344, 1.617, -2.324], [5.082, 2.163, -3.426], [3.323, 1.395, -1.906], [3.983, 1.520, 0.405], [5.612, 0.877, 0.049], [5.984, 3.479, -6.858], [6.827, 4.407, -6.025], [8.313, 4.410, -6.340], [8.897, 4.710, -5.070], [8.034, 4.311, -4.102], [8.291, 4.256, -2.945], [6.841, 3.985, -4.649], [6.100, 3.720, -7.915], [6.288, 2.445, -6.694], [4.931, 3.570, -6.598], [6.431, 5.426, -6.047], [8.613, 5.162, -7.064], [8.656, 3.423, -6.662], [-1.516, 2.949, 6.923], [-2.973, 2.953, 6.542], [-3.910, 2.228, 7.493], [-4.935, 1.753, 6.618], [-4.393, 1.624, 5.373], [-4.907, 1.070, 4.461], [-3.177, 2.208, 5.335], [-1.389, 3.388, 7.915], [-1.135, 1.928, 6.930], [-0.929, 3.523, 6.209], [-3.332, 3.971, 6.363], [-4.349, 2.864, 8.257], [-3.418, 1.369, 7.959], [-5.012, -4.184, -3.279], [-6.304, -3.424, -3.368], [-7.399, -3.892, -2.429], [-8.592, -3.584, -3.163], [-8.281, -3.563, -4.480], [-9.081, -3.511, -5.360], [-6.945, -3.613, -4.652], [-4.647, -4.135, -2.253], [-5.155, -5.227, -3.566], [-4.256, -3.752, -3.931], [-6.136, -2.351, -3.246], [-7.411, -3.376, -1.473], [-7.356, -4.973, -2.270]], "total_charge": -1, "gap_ev": 5.1, "energy_ev": -73320.528, "homo_ev": -3.42}

---

{"formula": "C41H33ClN3OP2V", "method": "ωB97M-V/def2-TZVPD", "elements": ["V", "Cl", "C", "C", "C", "C", "O", "C", "C", "N", "C", "C", "C", "C", "C", "C", "C", "C", "N", "C", "C", "H", "H", "H", "H", "H", "H", "H", "H", "H", "H", "C", "N", "P", "C", "C", "C", "C", "C", "C", "C", "C", "C", "C", "C", "C", "P", "C", "C", "C", "C", "C", "C", "C", "C", "C", "C", "C", "C", "H", "H", "H", "H", "H", "H", "H", "H", "H", "H", "H", "H", "H", "H", "H", "H", "H", "H", "H", "H", "H", "H", "H"], "positions_angstrom": [[-0.065, 0.273, -0.036], [-1.151, 5.511, 4.897], [-0.994, 4.433, 3.559], [-1.237, 4.899, 2.269], [-1.119, 4.054, 1.173], [-0.748, 2.748, 1.396], [-0.609, 1.894, 0.331], [-0.506, 2.259, 2.673], [-0.220, 0.861, 2.920], [-0.080, -0.041, 2.016], [-0.041, -1.441, 2.385], [0.099, -1.927, 3.650], [-0.042, -3.311, 3.907], [-0.363, -4.172, 2.901], [-0.504, -3.688, 1.577], [-0.878, -4.514, 0.492], [-1.037, -3.973, -0.751], [-0.786, -2.607, -0.930], [-0.384, -1.806, 0.042], [-0.278, -2.332, 1.313], [-0.640, 3.118, 3.771], [-1.524, 5.932, 2.126], [-1.303, 4.402, 0.166], [-0.189, 0.567, 3.967], [0.303, -1.271, 4.485], [0.076, -3.672, 4.919], [-0.516, -5.224, 3.102], [-1.056, -5.568, 0.664], [-1.354, -4.565, -1.597], [-0.908, -2.161, -1.909], [-0.472, 2.755, 4.777], [3.050, 0.258, -3.317], [2.035, 0.230, -2.246], [0.368, 0.409, -2.520], [0.073, -0.544, -4.020], [0.367, -1.912, -4.025], [0.210, -2.659, -5.179], [-0.252, -2.045, -6.340], [-0.548, -0.692, -6.342], [-0.388, 0.062, -5.186], [0.003, 2.136, -2.886], [-1.329, 2.538, -2.996], [-1.637, 3.872, -3.211], [-0.614, 4.812, -3.297], [0.709, 4.419, -3.165], [1.021, 3.081, -2.961], [2.363, 0.348, -0.583], [3.213, 1.896, -0.256], [4.410, 2.219, -0.907], [5.007, 3.448, -0.691], [4.432, 4.360, 0.191], [3.268, 4.034, 0.869], [2.661, 2.806, 0.640], [3.522, -0.965, -0.208], [3.433, -2.172, -0.903], [4.307, -3.208, -0.614], [5.263, -3.045, 0.381], [5.344, -1.853, 1.087], [4.478, -0.809, 0.794], [2.882, -0.562, -4.012], [4.037, 0.127, -2.876], [3.027, 1.197, -3.869], [0.752, -2.398, -3.134], [0.449, -3.714, -5.181], [-0.375, -2.626, -7.245], [-0.900, -0.216, -7.247], [-0.615, 1.119, -5.204], [-2.138, 1.818, -2.918], [-2.669, 4.181, -3.310], [-0.853, 5.853, -3.468], [1.502, 5.153, -3.228], [2.056, 2.789, -2.841], [4.894, 1.512, -1.569], [5.928, 3.696, -1.200], [4.906, 5.318, 0.358], [2.833, 4.731, 1.573], [1.760, 2.559, 1.183], [2.687, -2.300, -1.680], [4.248, -4.136, -1.166], [5.952, -3.850, 0.601], [6.091, -1.732, 1.860], [4.562, 0.123, 1.339]], "total_charge": 2, "gap_ev": [7.4, 7.5], "energy_ev": -106348.335, "homo_ev": [-13.63, -13.69], "multiplicity": 3}

---

{"formula": "C4H10N2O2", "method": "ωB97M-V/def2-TZVPD", "elements": ["C", "C", "C", "O", "N", "C", "N", "O", "H", "H", "H", "H", "H", "H", "H", "H", "H", "H"], "positions_angstrom": [[1.619, -0.089, 1.466], [0.851, 0.237, 0.205], [0.279, 1.645, 0.167], [0.209, 2.151, -1.163], [-0.265, -0.723, 0.104], [-1.035, -0.893, -0.976], [-2.087, -1.826, -0.795], [-0.832, -0.351, -2.057], [2.570, 0.447, 1.391], [1.137, 0.162, 2.411], [1.921, -1.122, 1.524], [1.437, -0.011, -0.675], [-0.715, 1.545, 0.612], [0.914, 2.319, 0.724], [-0.134, 1.403, -1.679], [-0.677, -1.107, 0.930], [-2.212, -2.357, -1.645], [-2.980, -1.429, -0.543]], "gap_ev": 10.5, "energy_ev": -11385.816, "homo_ev": -9.70}

---

{"formula": "C2H2ClI", "method": "ωB97M-V/def2-TZVPD", "elements": ["C", "C", "Cl", "I", "H", "H"], "positions_angstrom": [[-1.669, -0.700, -0.180], [-2.009, 0.391, -0.481], [-1.196, -2.233, 0.065], [3.840, 0.799, -0.008], [3.365, 0.359, 1.426], [-2.331, 1.384, -0.823]], "gap_ev": 10.7, "energy_ev": -22726.848, "homo_ev": -10.09}

---

{"formula": "C6H8NO", "method": "ωB97M-V/def2-TZVPD", "elements": ["C", "C", "C", "C", "C", "C", "N", "O", "H", "H", "H", "H", "H", "H", "H", "H"], "positions_angstrom": [[-0.845, 0.140, -1.443], [-1.468, 0.122, -0.174], [0.380, -0.317, -1.915], [-0.923, 0.194, 1.066], [-1.358, 0.849, 3.259], [1.505, -0.672, -1.042], [2.773, -0.884, -1.278], [-1.219, 0.158, 2.242], [-1.557, 0.527, -2.061], [-2.491, 0.314, -0.168], [0.490, -0.318, -2.970], [-1.540, 0.382, 4.250], [-1.419, 1.960, 3.012], [1.106, -0.573, -0.018], [3.412, -0.974, -0.441], [3.154, -0.908, -2.318]], "total_charge": 1, "gap_ev": [7.0, 7.1], "energy_ev": -9876.113, "homo_ev": [-11.90, -11.96]}